Record 1
Formula: C4H8N4
Source: the Open Molecules 2025 dataset
Level of theory: ωB97M-V/def2-TZVPD

Computed properties:
HOMO-LUMO gap = 0.366 Ha
Calculated total energy = -10235.3258 eV
HOMO level = -0.3284 hartree
SMILES = [H]/N=C(\N)[C@@H]1CN1N=C
Max |F| = 3.8 eV/Å
Energy relative to the best compared isomer or geometry (same formula, charge and spin) = 67.3 kcal/mol

Atoms and positions in Å:
1 H 3.298 -0.778 -0.588
2 N 2.671 0.030 -0.686
3 C 1.518 -0.177 -0.155
4 N 1.125 -1.200 0.600
5 C 0.529 0.941 -0.343
6 C -0.253 1.530 0.721
7 N -0.906 0.868 -0.362
8 N -1.519 -0.420 0.083
9 C -2.598 -0.758 -0.488
10 H 0.149 -1.463 0.643
11 H 1.788 -1.968 0.746
12 H 0.846 1.639 -1.080
13 H -0.368 2.578 0.678
14 H -0.256 1.035 1.711
15 H -3.111 -0.076 -1.211
16 H -2.914 -1.780 -0.269

Force components x, y, z for each atom (eV/Å):
H -0.2398 0.2780 0.2141
N -0.2506 -0.3726 -0.0167
C 0.5846 1.5612 -1.0882
N 0.1954 -2.3952 1.1644
C 1.4757 -0.7936 -0.3649
C 0.0299 -0.2355 2.0073
N -3.3384 -1.7503 -0.3573
N 1.1789 0.4172 -0.4977
C 0.6275 1.1038 -0.5057
H -0.0031 0.3833 0.0261
H -0.4163 0.6192 -0.2008
H 0.4857 0.1607 -0.6172
H -0.1829 1.0254 0.4293
H -0.0308 0.3407 -0.7097
H 0.3374 -0.7626 0.4901
H -0.4531 0.4204 0.0269

***

Record 2
Formula: C4H8N4
Source: the Open Molecules 2025 dataset
Level of theory: ωB97M-V/def2-TZVPD

Computed properties:
HOMO-LUMO gap = 0.323 Ha
Calculated total energy = -10229.4902 eV
HOMO level = -0.3003 hartree
Max |F| = 5.0 eV/Å
Energy relative to the best compared isomer or geometry (same formula, charge and spin) = 201.8 kcal/mol

Atoms and positions in Å:
1 C -0.524 -0.451 -0.302
2 C 1.661 -0.916 -0.220
3 C 1.244 -2.092 0.264
4 C 0.440 2.367 0.077
5 H -2.688 -1.661 -0.256
6 H -3.137 0.405 -0.727
7 H -0.697 -1.630 -0.365
8 H 2.576 -0.400 -0.550
9 H 1.898 -3.072 0.292
10 H 0.208 -2.104 1.233
11 H -0.557 2.438 0.207
12 H 1.043 3.226 0.287
13 N -2.762 -0.444 0.060
14 N -1.464 0.295 0.216
15 N 0.774 0.086 -0.262
16 N 1.227 1.399 0.123

Force components x, y, z for each atom (eV/Å):
C -2.0249 1.8502 2.7332
C 1.9455 0.2624 0.7270
C 0.2009 -2.9997 3.6636
C 2.8121 1.3227 1.4480
H 0.0406 4.9602 0.2689
H 0.4829 -4.3282 2.3038
H 0.6437 3.0458 -1.1071
H 0.6120 -1.8730 -0.0151
H -1.4164 2.3143 -0.1284
H 3.5722 -0.0899 -3.4648
H -3.3239 -0.2800 -0.5169
H -0.1729 0.9949 0.0333
N -0.4299 1.5974 -2.1316
N -0.4862 -3.9046 -1.9642
N -2.7579 0.7807 0.4539
N 0.3022 -3.6532 -2.3034

***

Record 3
Formula: C4H8N4
Source: the Open Molecules 2025 dataset
Level of theory: ωB97M-V/def2-TZVPD

Computed properties:
HOMO-LUMO gap = 0.353 Ha
Calculated total energy = -10234.5461 eV
HOMO level = -0.3315 hartree
SMILES = CNC(=NC#N)NC
Max |F| = 11.6 eV/Å
Energy relative to the best compared isomer or geometry (same formula, charge and spin) = 85.2 kcal/mol

Atoms and positions in Å:
1 C 2.389 -0.483 0.386
2 N 1.324 -0.855 -0.506
3 C 0.010 -0.486 -0.367
4 N -0.840 -1.369 -0.151
5 C -2.085 -1.262 -0.028
6 N -3.297 -1.169 0.151
7 N -0.162 0.853 -0.191
8 C -1.444 1.558 -0.038
9 H 2.333 -1.250 1.377
10 H 2.268 0.680 0.628
11 H 3.330 -0.742 0.021
12 H 1.390 -1.730 -0.908
13 H 0.438 1.428 -0.686
14 H -2.103 1.394 -0.650
15 H -1.486 2.506 0.130
16 H -2.064 0.926 0.830

Force components x, y, z for each atom (eV/Å):
C -2.1937 0.4928 3.7288
N 0.1205 1.7089 -0.8370
C 2.2337 2.7612 1.5799
N 1.0310 -3.0597 -0.5167
C -10.0181 1.0538 1.2951
N 6.3064 -0.7709 -1.0321
N -1.7760 0.7789 -0.0062
C 3.3894 -7.3349 8.3185
H -0.0349 2.5246 -1.9458
H 0.6318 -2.8753 -0.1203
H 1.4756 0.1067 -1.1314
H 0.2262 -2.1758 -0.5916
H 1.9270 0.8014 -1.0503
H -6.2691 -2.0319 -7.8332
H 1.1062 5.8254 1.5558
H 1.8441 2.1947 -1.4135

***

Record 4
Formula: C4H8N4
Source: the Open Molecules 2025 dataset
Level of theory: ωB97M-V/def2-TZVPD

Computed properties:
HOMO-LUMO gap = 0.329 Ha
Calculated total energy = -10231.2157 eV
HOMO level = -0.3107 hartree
SMILES = C1=C\NNCC/N=N/1
Max |F| = 6.0 eV/Å
Energy relative to the best compared isomer or geometry (same formula, charge and spin) = 162.0 kcal/mol

Atoms and positions in Å:
1 C 0.788 1.799 -0.421
2 C 1.360 0.628 -0.941
3 N 1.267 -0.701 -0.660
4 N 0.702 -1.103 0.648
5 C -0.597 -1.277 0.224
6 C -1.710 -0.182 0.778
7 N -1.154 0.833 0.052
8 N -0.222 1.544 0.641
9 H 0.617 2.985 -1.001
10 H 2.180 0.833 -1.762
11 H 2.262 -0.993 -0.694
12 H 0.727 -0.182 1.338
13 H -0.719 -1.174 -0.994
14 H -1.027 -2.278 0.515
15 H -1.854 -0.180 1.955
16 H -2.621 -0.552 0.323

Force components x, y, z for each atom (eV/Å):
C -1.5214 0.8676 -1.7113
C 1.0999 5.5091 -1.9127
N 3.3376 -0.4055 1.8020
N 1.6757 3.3974 0.1456
C -5.6192 -1.7245 -1.3987
C -0.2638 -2.4389 2.2096
N 2.7032 3.7277 0.5978
N -1.3718 -2.2196 -1.9572
H 1.3626 -4.0625 1.8348
H -1.8326 -0.4925 1.4736
H -0.9057 -0.5080 0.1400
H 0.0945 -2.5001 -2.1135
H 0.2783 -0.5333 3.3299
H 0.4343 0.8350 -0.1926
H 0.8149 0.3467 -2.2217
H -0.2867 0.2013 -0.0258

***

Record 5
Formula: C4H8N4O
Source: the Open Molecules 2025 dataset
Level of theory: ωB97M-V/def2-TZVPD

Computed properties:
HOMO-LUMO gap = 0.338 Ha
Calculated total energy = -12277.8342 eV
HOMO level = -0.3229 hartree
Max |F| = 8.7 eV/Å
Energy relative to the best compared isomer or geometry (same formula, charge and spin) = 198.4 kcal/mol

Atoms and positions in Å:
1 C 0.635 0.233 -0.382
2 C 0.612 1.529 0.362
3 C -0.808 -0.043 -0.950
4 C -1.354 -1.232 -0.288
5 H 3.244 -1.165 0.405
6 H 2.866 0.923 0.568
7 H 1.425 2.155 0.803
8 H -2.046 1.820 -0.519
9 H -1.286 -0.022 -1.954
10 H -1.011 -2.178 -0.923
11 H -2.459 -1.101 -0.276
12 H -1.429 -1.204 1.890
13 N 2.837 -0.335 -0.064
14 N 1.438 -0.762 -0.319
15 N -0.465 1.984 0.441
16 N -1.465 0.953 0.054
17 O -0.734 -1.556 1.151

Force components x, y, z for each atom (eV/Å):
C 0.0682 -2.2343 -1.1185
C 8.2988 -2.0934 -1.2063
C -0.2043 2.3479 4.3901
C 1.1865 -5.0218 0.9441
H -0.0413 1.3091 0.4294
H 0.2083 -5.3199 -1.8568
H -0.2908 -0.8309 -0.7347
H 0.9807 -3.7865 1.6219
H 1.4039 0.5610 0.2586
H -1.0182 1.6712 1.5385
H 0.7573 -0.6599 0.3526
H 2.3559 -1.0899 -2.9551
N -2.2767 2.4196 1.5869
N 2.7688 2.7618 -0.7541
N -8.3664 1.5727 1.7454
N -1.7677 6.3270 -3.8416
O -4.0630 2.0663 -0.4005

***

Record 6
Formula: C4H8N4O2
Source: the Open Molecules 2025 dataset
Level of theory: ωB97M-V/def2-TZVPD

Computed properties:
HOMO-LUMO gap = 0.355 Ha
Calculated total energy = -14328.1459 eV
HOMO level = -0.3474 hartree
SMILES = [H]/N=C(/N)N/N=C\C(=O)OC
Max |F| = 5.8 eV/Å
Energy relative to the best compared isomer or geometry (same formula, charge and spin) = 114.3 kcal/mol

Atoms and positions in Å:
1 H -0.872 -0.672 2.056
2 N -1.416 0.175 1.466
3 C -0.569 1.052 0.956
4 N -1.440 1.888 0.007
5 N 0.851 1.391 1.353
6 N 1.691 1.523 0.391
7 C 1.659 0.691 -0.593
8 C 1.098 -0.672 -0.388
9 O 1.482 -1.362 0.626
10 O 0.279 -0.984 -1.457
11 C -0.603 -2.158 -1.030
12 H -0.953 2.500 -0.746
13 H -1.892 1.016 -0.436
14 H 0.855 2.234 1.912
15 H 2.398 0.607 -1.446
16 H -0.956 -1.754 0.001
17 H -0.018 -2.984 -0.971
18 H -1.594 -2.491 -1.700

Force components x, y, z for each atom (eV/Å):
H -1.4731 3.3207 -1.6126
N 4.9219 -1.7656 1.0112
C -3.5496 -0.2202 0.8877
N 2.5997 -1.7534 -1.0798
N -4.4995 -0.6047 1.4571
N 2.8706 0.5230 -4.3380
C 1.4460 -0.8946 0.5110
C 0.7025 -1.9072 2.2715
O -2.4569 2.2003 -4.7946
O -0.6144 -1.9097 2.0027
C -3.6598 3.0158 0.2988
H -0.7305 -1.6791 1.7756
H 0.4331 2.5083 0.3013
H -0.2425 -0.0964 0.2792
H -0.6953 1.2132 1.1481
H 0.2422 -1.4238 -1.7999
H 1.7710 -2.3429 0.4529
H 2.9347 1.8164 1.2277

***

Record 7
Formula: C4H8N4O2S
Source: the Open Molecules 2025 dataset
Level of theory: ωB97M-V/def2-TZVPD

Computed properties:
HOMO-LUMO gap = 0.329 Ha
Calculated total energy = -25165.5122 eV
HOMO level = -0.3149 hartree
Max |F| = 6.2 eV/Å
Energy relative to the best compared isomer or geometry (same formula, charge and spin) = 28.8 kcal/mol

Atoms and positions in Å:
1 C -1.511 1.105 -0.969
2 C 0.249 -0.513 -0.309
3 C -0.058 0.951 -0.719
4 C -2.078 -0.706 0.180
5 N -2.414 0.312 -0.639
6 N -0.821 -1.157 0.382
7 N -3.099 -1.553 0.596
8 N 3.535 0.426 1.311
9 O 3.241 0.441 -1.242
10 O 1.488 -0.639 0.401
11 S 3.246 -0.456 -0.080
12 H -1.851 2.082 -1.392
13 H 0.512 -1.045 -1.277
14 H 0.394 1.463 -1.634
15 H 0.130 1.660 0.157
16 H -2.998 -2.204 1.418
17 H -4.115 -1.314 0.338
18 H 3.196 1.306 1.548
19 H 2.953 -0.161 1.931

Force components x, y, z for each atom (eV/Å):
C 0.4243 2.0816 -0.4693
C 1.4883 0.2433 -2.8680
C 0.0165 1.4584 0.6550
C 3.8572 -4.7521 0.6615
N -2.6348 0.5986 -0.0955
N -2.2636 1.0898 0.2588
N -2.1704 0.5640 0.6259
N 0.4765 -3.5795 0.6064
O 0.4791 -0.9308 0.8727
O 1.0231 0.0959 1.1746
S -3.2213 2.3764 -0.8439
H 0.3506 -0.8352 -0.1330
H -0.9810 0.1477 0.6262
H 0.2582 -1.2807 1.2774
H 0.0571 -0.7408 -0.8791
H 0.2793 1.2838 -1.6323
H 2.5763 -0.2079 0.6840
H -0.7931 2.3905 -0.8611
H 0.7777 -0.0031 0.3398

***

Record 8
Formula: C4H8NO
Source: the Open Molecules 2025 dataset
Level of theory: ωB97M-V/def2-TZVPD

Computed properties:
HOMO-LUMO gap = 0.337 Ha
Calculated total energy = -7803.1061 eV
Charge = +1
HOMO level = -0.4888 hartree
Max |F| = 4.0 eV/Å
Energy relative to the best compared isomer or geometry (same formula, charge and spin) = 115.2 kcal/mol

Atoms and positions in Å:
1 C 0.510 0.655 1.901
2 C 0.131 0.083 0.754
3 C 0.063 1.924 1.219
4 C 0.268 -1.625 -0.630
5 N -0.463 -1.005 -1.750
6 O -0.250 1.130 -0.014
7 H 0.732 0.435 2.908
8 H -0.815 2.280 1.651
9 H 0.751 2.789 0.910
10 H -0.257 -2.326 0.017
11 H 1.233 -1.850 -1.109
12 H 0.059 -0.106 -1.859
13 H -1.516 -0.688 -1.477
14 H -0.445 -1.697 -2.522

Force components x, y, z for each atom (eV/Å):
C -0.3029 -0.1336 -1.2851
C 1.4770 -2.7265 -2.2112
C 1.5632 0.9225 -1.0495
C -0.0793 2.7166 2.8677
N -2.9091 1.0119 1.4440
O -0.1430 0.2705 -0.0325
H 0.4296 -0.3934 0.5660
H -1.6236 0.8352 0.3857
H -0.6294 -1.5961 0.6688
H 0.1438 -0.2349 -0.8326
H -0.0458 -0.1062 1.3497
H -0.6351 -0.6066 -0.8547
H 2.9766 -1.0922 -0.9348
H -0.2221 1.1329 -0.0812